No. 1
Computed, not measured: a structure of composition C30H90O15 at a distorted geometry, with the ωB97M-V functional and the def2-TZVPD basis.

The calculation puts the largest force on an atom at 0.3696 Eh/bohr. As for the energy: -63254.706 eV. As for the energy above the lowest of the compared OMol25 structures with the same formula, charge and spin: 659.6 kcal per mole.

Last column: Löwdin charge in e.
Element x y z (Å)
C (-3.52, -2.97, -1.12)  -0.0593
C (-3.88, -4.25, -0.39)  -0.2716
O (-3.90, -3.99, 1.04)  -0.1014
H (-3.38, -3.19, -2.18)  0.0643
H (-2.52, -2.62, -0.86)  0.0771
H (-4.27, -2.21, -0.92)  0.0844
H (-3.12, -5.02, -0.59)  0.1138
H (-4.85, -4.65, -0.68)  0.1180
H (-4.36, -4.71, 1.48)  0.1030
C (-2.13, -3.67, -5.94)  -0.0866
C (-1.43, -3.82, -4.62)  -0.3289
O (-1.21, -2.55, -4.02)  -0.0894
H (-2.18, -4.58, -6.53)  0.0737
H (-1.68, -2.91, -6.59)  0.0799
H (-3.15, -3.30, -5.78)  0.0691
H (-0.49, -4.37, -4.75)  0.1066
H (-2.04, -4.39, -3.90)  0.1031
H (-0.71, -2.66, -3.21)  0.0350
C (2.07, -0.69, 5.69)  -0.0554
C (1.64, -1.32, 4.38)  -0.2338
O (1.79, -0.40, 3.31)  -0.1137
H (1.39, 0.11, 5.98)  0.0817
H (3.05, -0.22, 5.57)  0.0734
H (2.16, -1.44, 6.48)  0.0780
H (0.60, -1.63, 4.41)  0.1132
H (2.22, -2.24, 4.17)  0.1108
H (2.75, -0.23, 3.17)  0.1002
C (-4.60, 0.34, -3.06)  -0.0818
C (-4.61, -0.89, -3.98)  -0.3198
O (-5.94, -1.33, -4.18)  -0.0685
H (-5.12, 1.15, -3.57)  0.0786
H (-3.62, 0.75, -2.83)  0.0718
H (-5.17, 0.10, -2.15)  0.0543
H (-3.98, -1.66, -3.52)  0.0723
H (-4.12, -0.65, -4.92)  0.1131
H (-6.21, -1.84, -3.41)  0.0765
C (-5.12, 2.56, -0.09)  -0.0879
C (-4.41, 1.30, 0.33)  -0.3357
O (-4.13, 1.33, 1.73)  -0.0911
H (-4.62, 3.48, 0.21)  0.0699
H (-6.12, 2.61, 0.35)  0.0763
H (-5.20, 2.58, -1.18)  0.0625
H (-3.48, 1.17, -0.25)  0.0977
H (-4.98, 0.40, 0.09)  0.0978
H (-3.80, 0.44, 1.93)  0.0287
C (2.31, -2.50, -2.78)  -0.0632
C (1.47, -3.49, -1.97)  -0.2749
O (0.36, -2.77, -1.41)  -0.1211
H (1.75, -2.10, -3.62)  0.0759
H (3.15, -3.05, -3.20)  0.0794
H (2.66, -1.69, -2.15)  0.0661
H (2.09, -3.91, -1.18)  0.1090
H (1.19, -4.31, -2.64)  0.1080
H (0.06, -3.33, -0.67)  0.0607
C (1.47, -0.58, 1.32)  -0.1486
C (0.05, -0.21, 0.90)  -0.2340
O (-0.04, -0.18, -0.53)  -0.0970
H (1.97, -1.35, 0.72)  0.0778
H (1.49, -0.95, 2.35)  -0.0734
H (2.12, 0.29, 1.29)  -0.0153
H (-0.21, 0.76, 1.32)  0.0575
H (-0.70, -0.92, 1.27)  0.0884
H (0.20, -1.06, -0.86)  0.0485
C (-1.84, -0.23, 3.64)  -0.0696
C (-2.76, -1.41, 3.34)  -0.2829
O (-3.21, -1.36, 1.99)  -0.0931
H (-1.60, -0.20, 4.71)  0.0888
H (-2.30, 0.71, 3.39)  0.0740
H (-0.90, -0.33, 3.08)  0.0362
H (-3.64, -1.29, 3.99)  0.1148
H (-2.33, -2.37, 3.63)  0.0987
H (-3.25, -2.24, 1.58)  0.0411
C (0.04, 4.07, 2.38)  -0.0520
C (0.00, 2.55, 2.35)  -0.3519
O (0.40, 1.99, 3.58)  -0.0661
H (-0.27, 4.47, 1.41)  0.0577
H (1.07, 4.38, 2.56)  0.0639
H (-0.71, 4.46, 3.07)  0.0800
H (0.60, 2.18, 1.51)  0.1006
H (-1.00, 2.18, 2.07)  0.1033
H (0.84, 1.13, 3.43)  0.0496
C (-2.20, 3.87, -1.97)  -0.0884
C (-1.03, 4.85, -1.88)  -0.3174
O (-1.29, 5.95, -2.74)  -0.0654
H (-2.40, 3.69, -3.02)  0.0896
H (-3.06, 4.42, -1.58)  0.0781
H (-2.01, 2.96, -1.40)  0.0762
H (-0.14, 4.32, -2.24)  0.0726
H (-0.81, 5.18, -0.86)  0.1070
H (-0.62, 6.62, -2.56)  0.0826
C (4.25, 1.35, -0.92)  -0.0371
C (4.63, 2.69, -1.53)  -0.2138
O (3.63, 3.10, -2.47)  -0.0874
H (3.98, 0.67, -1.73)  0.1598
H (3.35, 1.43, -0.31)  0.1084
H (5.03, 0.93, -0.28)  0.1349
H (5.55, 2.61, -2.12)  0.1145
H (4.79, 3.48, -0.79)  0.1052
H (2.80, 2.66, -2.21)  0.0342
C (1.31, -3.90, 1.99)  -0.0707
C (-0.19, -3.99, 2.18)  -0.2688
O (-0.79, -4.06, 0.88)  -0.0937
H (1.88, -3.93, 2.92)  0.0690
H (1.61, -3.04, 1.40)  0.0485
H (1.68, -4.77, 1.43)  0.0821
H (-0.58, -3.14, 2.73)  0.0843
H (-0.45, -4.89, 2.75)  0.1188
H (-1.76, -4.08, 0.96)  0.0572
C (0.89, 3.04, -4.14)  -0.0805
C (0.22, 2.21, -3.08)  -0.3129
O (1.14, 1.85, -2.05)  -0.0945
H (1.27, 4.01, -3.82)  0.0737
H (0.18, 3.23, -4.95)  0.0847
H (1.75, 2.51, -4.56)  0.0796
H (-0.25, 1.32, -3.50)  0.1263
H (-0.56, 2.87, -2.67)  0.0323
H (0.69, 1.21, -1.47)  0.0523
C (3.54, 0.63, 0.88)  -0.2362
C (4.82, 0.56, 1.71)  -0.3074
O (4.57, -0.07, 2.97)  -0.0394
H (3.12, -0.36, 0.74)  0.0859
H (3.85, 1.04, -0.09)  -0.2570
H (2.78, 1.28, 1.32)  0.0909
H (5.22, 1.57, 1.85)  -0.1115
H (5.55, -0.01, 1.13)  0.1480
H (5.40, -0.36, 3.36)  0.1023
C (4.05, 2.88, 2.41)  -0.0659
C (5.34, 2.60, 3.13)  -0.2060
O (6.19, 1.79, 2.31)  -0.0708
H (4.21, 3.42, 1.47)  0.1036
H (3.41, 3.57, 2.96)  0.0955
H (3.46, 1.99, 2.21)  0.0397
H (5.09, 2.03, 4.04)  0.1270
H (5.85, 3.53, 3.42)  0.1291
H (6.90, 1.45, 2.86)  0.1340



No. 2
Computed, not measured: a cluster of 2 separate species, C3H11N2S in total at a distorted geometry, with the ωB97M-V functional and the def2-TZVPD basis.

The expectation value of S² is 0.7531. The calculation puts the largest force on an atom at 0.0889 Eh/bohr. The spin multiplicity is 2. As for the energy: -17101.313 eV. As for the energy above the lowest of the compared OMol25 structures with the same formula, charge and spin: 42.0 kcal per mole.

Last column: Löwdin spin population.
Element x y z (Å)
C (0.26, -0.15, 3.40)  0.0002
C (1.50, 0.23, 2.37)  0.0013
S (1.02, 0.00, 0.46)  0.0116
H (-0.13, -1.25, 3.21)  0.0000
H (-0.50, 0.61, 3.39)  0.0000
H (0.72, -0.31, 4.44)  0.0001
H (1.97, 1.26, 2.47)  0.0000
H (2.28, -0.51, 2.43)  0.0001
H (2.29, -0.48, -0.02)  0.0013
N (-1.31, -0.65, -1.40)  0.1081
C (-0.91, -0.19, -2.60)  0.5612
N (-1.74, 0.81, -3.01)  0.2211
H (-2.15, -1.21, -1.50)  0.0244
H (-0.99, -0.54, -0.48)  0.0135
H (-0.29, -0.87, -3.17)  0.0349
H (-1.32, 1.18, -3.89)  0.0032
H (-1.93, 1.60, -2.41)  0.0192



No. 3
Computed, not measured: a cluster of 4 separate species, C26H26Br3ClFN4O14P2 in total at a distorted geometry, with the ωB97M-V functional and the def2-TZVPD basis.

The calculation puts the largest force on an atom at 0.0465 Eh/bohr. As for the energy: -305943.274 eV. As for the energy above the lowest of the compared OMol25 structures with the same formula, charge and spin: 0.0 kcal per mole. As for the charge: +1.

Last column: Löwdin charge in e.
Element x y z (Å)
C (0.88, 1.85, 2.81)  -0.1470
C (2.11, 1.73, 3.72)  -0.6555
Cl (2.23, 3.30, 4.62)  0.6459
C (3.46, 1.47, 3.03)  -0.1508
N (3.45, 1.29, 1.60)  -0.0182
F (4.14, 2.26, 0.92)  0.0847
C (2.87, 0.41, 0.79)  -0.3033
N (2.95, 0.59, -0.52)  0.2013
C (2.21, -0.37, -1.03)  -0.3539
P (2.20, -0.29, -2.88)  0.7261
O (3.47, -0.76, -3.41)  -0.3908
N (1.70, -1.12, -0.08)  -0.1108
C (0.79, -2.21, -0.40)  -0.6810
Br (-0.80, -1.56, -1.35)  0.7666
C (1.44, -3.49, -1.02)  -0.7116
C (2.97, -3.60, -0.88)  -0.1811
Br (0.98, -3.82, -2.90)  0.7208
N (2.15, -0.69, 1.15)  -0.0731
P (1.69, -1.54, 2.68)  0.6949
O (2.88, -1.34, 3.74)  -0.3435
Br (2.03, -3.76, 2.32)  0.4869
H (0.22, 2.63, 3.16)  0.0616
H (1.13, 2.13, 1.79)  0.0623
H (0.29, 0.94, 2.74)  0.0519
H (1.87, 1.02, 4.50)  0.0792
H (4.07, 0.69, 3.48)  0.1161
H (4.06, 2.35, 3.23)  0.1096
H (1.09, -0.90, -3.47)  -0.0341
H (2.08, 1.10, -3.13)  0.0428
H (0.31, -2.52, 0.52)  0.0254
H (1.00, -4.34, -0.51)  0.0647
H (3.19, -4.43, -0.22)  0.0234
H (3.47, -2.73, -0.45)  0.0716
H (3.41, -3.83, -1.84)  0.0485
H (3.62, -1.97, 3.64)  0.0650
C (-4.04, 3.37, 0.79)  0.0771
C (-3.13, 2.43, 0.49)  -0.2263
C (-1.66, 2.71, 0.58)  -0.3138
O (-0.88, 1.81, 0.32)  0.0400
C (-1.23, 4.05, 0.98)  0.0631
C (-2.14, 4.98, 1.27)  -0.2282
C (-3.62, 4.70, 1.20)  -0.3051
O (-4.39, 5.58, 1.49)  0.1255
O (-1.81, 6.21, 1.63)  0.1336
O (-3.46, 1.20, 0.11)  0.1057
H (-5.10, 3.17, 0.73)  0.1251
H (-0.17, 4.24, 1.02)  0.1325
H (-2.65, 6.69, 1.78)  0.1304
H (-2.62, 0.73, -0.04)  0.0774
C (3.07, -8.43, -1.25)  0.0755
C (3.38, -9.61, -0.68)  -0.2354
C (4.69, -9.82, 0.02)  -0.3095
O (4.90, -10.90, 0.54)  0.1281
C (5.65, -8.72, 0.04)  0.0824
C (5.34, -7.56, -0.54)  -0.2362
C (4.02, -7.33, -1.21)  -0.3040
O (3.79, -6.24, -1.70)  0.0654
O (6.18, -6.52, -0.55)  0.1129
O (2.55, -10.64, -0.69)  0.1294
H (2.13, -8.27, -1.75)  0.1364
H (6.60, -8.90, 0.53)  0.1398
H (5.72, -5.81, -1.03)  0.1164
H (3.01, -11.36, -0.21)  0.1289
C (-8.47, 6.41, -2.70)  0.0809
C (-7.97, 5.27, -2.19)  -0.2352
C (-6.60, 5.21, -1.60)  -0.2973
O (-6.21, 4.15, -1.13)  0.0896
C (-5.78, 6.42, -1.62)  0.0740
C (-6.27, 7.55, -2.13)  -0.2330
C (-7.66, 7.62, -2.70)  -0.3112
O (-8.05, 8.68, -3.14)  0.1215
O (-5.57, 8.68, -2.18)  0.1224
O (-8.67, 4.14, -2.17)  0.1171
H (-9.46, 6.46, -3.13)  0.1390
H (-4.79, 6.36, -1.20)  0.1248
H (-6.16, 9.34, -2.59)  0.1259
H (-8.09, 3.48, -1.74)  0.1196



No. 4
Computed, not measured: a cluster of 2 separate species, C3H8NS in total at a distorted geometry, with the ωB97M-V functional and the def2-TZVPD basis.

The expectation value of S² is 0.7530. The calculation puts the largest force on an atom at 0.0633 Eh/bohr. The spin multiplicity is 2. As for the energy: -15562.111 eV. As for the energy above the lowest of the compared OMol25 structures with the same formula, charge and spin: 55.6 kcal per mole.

Last column: Löwdin spin population.
Element x y z (Å)
C (1.95, -0.40, -0.37)  0.0820
S (1.57, 1.32, 0.15)  0.8259
H (1.27, -0.89, 0.36)  0.0295
H (2.95, -0.81, -0.26)  0.0036
H (1.57, -0.65, -1.35)  0.0012
C (-1.65, -1.66, -0.60)  0.0025
C (-1.59, 0.24, 0.80)  0.0263
N (-2.30, -0.40, -0.07)  0.0048
H (-0.61, -1.62, -0.77)  0.0005
H (-1.82, -2.39, 0.18)  -0.0002
H (-2.21, -1.84, -1.52)  0.0001
H (-1.92, 0.45, 1.87)  0.0016
H (-0.53, 0.39, 0.61)  0.0223